1.
85
Properties=species:S:1:pos:R:3:lowdin_charge:R:1 method="wB97M-V/def2-TZVPD" charge=0 smiles=COC[C@H](C)N.COC[C@H](C)N.COC[C@H](C)N.COC[C@H](C)N.COC[C@H](C)N
C 1.2996 1.7392 -4.3236 -0.13
O 1.5608 3.1089 -4.2621 -0.19
C 0.5146 3.8545 -3.6585 -0.21
C 0.7420 5.2994 -4.1733 -0.42
C 2.0353 5.9541 -3.6693 -0.05
N -0.4529 6.1161 -3.8584 0.03
H 1.9317 1.0704 -4.9066 0.09
H 0.3043 1.5199 -4.7479 0.08
H 1.2355 1.3418 -3.2981 0.08
H -0.4756 3.5101 -3.9872 0.12
H 0.5370 3.7144 -2.5715 0.11
H 0.7774 5.1943 -5.2572 0.13
H 2.8981 5.3775 -3.9965 0.07
H 1.9385 6.0980 -2.5949 0.08
H 2.1409 6.9187 -4.1684 0.07
H -0.7152 6.1388 -2.8732 0.03
H -1.1417 5.4132 -4.1428 0.05
C -0.4275 6.0676 2.2987 -0.10
O -1.5264 5.2040 2.0778 -0.23
C -2.5318 5.7374 1.2425 -0.20
C -2.0597 6.0477 -0.1773 -0.44
C -3.1872 6.2917 -1.1568 -0.06
N -1.1392 5.0373 -0.7104 0.06
H -0.8207 7.0499 2.5932 0.09
H 0.1206 6.3416 1.3840 0.08
H 0.2796 5.5684 2.9520 0.09
H -3.3984 5.0710 1.2510 0.13
H -2.9092 6.6353 1.7560 0.13
H -1.4507 6.9475 -0.0236 0.13
H -4.0155 5.5898 -1.0247 0.08
H -2.9041 6.2562 -2.2112 0.06
H -3.6475 7.2842 -1.1248 0.08
H -0.6086 4.7403 0.1074 0.05
H -1.6591 4.2100 -0.9963 0.08
C 0.3115 -5.9067 1.8542 -0.12
O 1.0803 -6.3171 2.9642 -0.18
C 2.3859 -6.6642 2.5695 -0.23
C 3.1117 -7.3384 3.7307 -0.43
C 4.5318 -7.7950 3.3728 -0.08
N 2.4428 -8.5549 4.1868 0.03
H 0.3364 -6.6372 1.0388 0.08
H 0.7073 -5.0044 1.3670 0.08
H -0.6802 -5.6748 2.2330 0.09
H 2.3816 -7.3518 1.7135 0.13
H 2.9552 -5.7798 2.2522 0.13
H 3.2008 -6.6521 4.5755 0.14
H 5.0339 -8.3484 4.1625 0.08
H 5.1528 -6.9664 3.0186 0.07
H 4.5686 -8.4873 2.5215 0.07
H 1.4556 -8.3723 4.3321 0.07
H 2.5546 -9.3257 3.5437 0.07
C -0.7733 -5.8485 -2.0427 -0.13
O -0.8251 -4.5656 -1.4773 -0.19
C -1.9737 -3.8649 -1.9746 -0.19
C -2.0434 -2.5279 -1.2868 -0.43
C -0.7948 -1.6822 -1.4731 -0.07
N -2.2697 -2.6462 0.1645 0.06
H -1.7384 -6.3003 -2.2881 0.09
H -0.2686 -6.6331 -1.4687 0.07
H -0.1396 -5.8075 -2.9391 0.09
H -1.9422 -3.7210 -3.0570 0.13
H -2.8204 -4.4736 -1.6421 0.13
H -2.8446 -1.9297 -1.7383 0.14
H -0.5555 -1.4209 -2.5111 0.08
H 0.1102 -2.1261 -1.0576 0.09
H -0.9940 -0.7165 -1.0026 0.06
H -1.6244 -3.3965 0.4239 0.06
H -1.7601 -1.8332 0.5035 0.03
C 0.8322 -1.7346 3.0537 -0.11
O 0.1497 -1.0224 2.0463 -0.22
C -0.2489 0.2983 2.4939 -0.19
C -0.8417 1.1332 1.3588 -0.42
C 0.2869 1.5798 0.4001 -0.05
N -1.4753 2.3309 1.9160 0.05
H 0.6113 -2.7940 2.9061 0.08
H 0.5164 -1.4954 4.0734 0.09
H 1.9140 -1.6066 2.9553 0.09
H -1.0166 0.0112 3.2283 0.12
H 0.5493 0.7747 3.0737 0.13
H -1.6293 0.5542 0.8719 0.13
H 0.8748 2.3829 0.8438 0.08
H -0.1475 2.0356 -0.4962 0.06
H 0.8123 0.6935 0.0499 0.07
H -0.7281 2.9760 2.1404 0.05
H -1.9778 2.1037 2.7667 0.08

=====

2.
86
Properties=species:S:1:pos:R:3:lowdin_charge:R:1 method="wB97M-V/def2-TZVPD" charge=0 smiles="NC(N)=O.CC(C)O.CC(C)O.CC(C)O.CC(C)O.CC(C)O.CC(C)O.CO"
N -3.5761 0.5799 -2.3292 0.18
C -4.4411 -0.2141 -1.7922 -0.64
N -4.8161 0.1249 -0.5692 0.16
O -5.1011 -1.2341 -2.4502 -0.14
H -3.4241 0.4859 -3.3102 0.12
H -2.9961 1.1979 -1.8042 0.04
H -5.6111 -0.4421 -0.2342 0.13
H -4.5491 1.0189 -0.1522 0.11
C 2.3209 -2.0261 -0.4492 -0.02
C 3.2759 -2.7631 0.4688 -0.61
C 4.4119 -3.3481 -0.3732 -0.04
O 3.9179 -2.0331 1.2818 0.00
H 2.3089 -1.0221 -0.1882 0.04
H 1.3169 -2.3291 -0.2482 0.04
H 2.4789 -2.1491 -1.5222 0.08
H 2.7359 -3.4921 0.9788 0.12
H 3.9659 -3.7501 -1.2722 0.06
H 4.8809 -4.1301 0.2358 0.08
H 5.1829 -2.6391 -0.7752 0.11
H 3.4539 -2.0211 2.1488 0.13
C -1.0861 1.2579 2.3998 -0.06
C -2.5561 1.0859 2.6108 -0.68
C -2.9871 -0.3141 2.1638 -0.03
O -2.9281 1.2809 3.7708 0.05
H -0.7901 2.3199 2.4798 0.09
H -0.7901 0.7709 1.4758 0.05
H -0.5791 0.7889 3.2168 0.08
H -3.0891 1.7539 1.9788 0.12
H -4.0801 -0.4141 2.2538 0.09
H -2.6041 -1.0501 2.8758 0.07
H -2.6061 -0.4921 1.1098 0.08
H -2.6651 2.1989 4.0148 0.15
C -0.1681 -0.2501 -4.2032 -0.03
C 1.2199 -0.3411 -3.5992 -0.63
C 2.2269 0.1699 -4.6062 -0.03
O 1.3469 0.3979 -2.5862 0.00
H -0.9471 -0.4071 -3.4622 0.05
H -0.3541 -0.9581 -5.0422 0.11
H -0.2551 0.7399 -4.6302 0.08
H 1.2939 -1.3561 -3.2632 0.13
H 3.2379 -0.0941 -4.3032 0.08
H 2.3099 1.2489 -4.6782 0.09
H 2.1739 -0.3231 -5.5822 0.09
H 1.0719 1.2529 -2.8752 0.11
C -2.3811 3.9799 -1.8242 -0.01
C -1.5891 2.8429 -1.1342 -0.62
C -0.5111 3.4819 -0.3062 -0.03
O -2.2751 1.9879 -0.5122 -0.03
H -2.6761 4.7729 -1.1482 0.08
H -3.2721 3.6789 -2.3502 0.08
H -1.7481 4.4259 -2.5022 0.05
H -0.9991 2.3229 -1.9102 0.13
H -1.0051 3.9309 0.5818 0.10
H -0.0491 4.3069 -0.7882 0.07
H 0.2549 2.7599 0.1138 0.08
H -1.6961 1.2539 -0.2532 0.08
C -1.8151 -3.7411 2.0168 -0.03
C -0.3601 -3.4441 1.9958 -0.63
C -0.0061 -1.9641 2.1338 -0.05
O 0.2539 -3.9931 2.9608 0.02
H -2.3961 -3.7011 2.9498 0.10
H -1.9171 -4.7911 1.7118 0.09
H -2.3751 -3.2331 1.2208 0.08
H 0.0709 -3.7841 1.0878 0.12
H 1.0889 -1.6301 2.1258 0.09
H -0.3121 -1.6451 3.1398 0.09
H -0.5681 -1.3681 1.4258 0.03
H 1.1439 -3.6221 2.9678 0.10
C 3.8409 2.4399 3.0218 -0.04
C 3.5469 2.2079 1.5548 -0.66
C 2.3249 1.2739 1.4848 -0.03
O 3.1979 3.1789 0.8948 0.05
H 2.8989 2.9169 3.4208 0.09
H 4.6499 3.1879 3.2988 0.10
H 3.8859 1.5279 3.5818 0.07
H 4.3409 1.7029 1.1408 0.12
H 2.5129 0.2299 1.7538 0.06
H 1.8419 1.1679 0.5648 0.04
H 1.5549 1.6819 2.1758 0.08
H 3.7449 3.9389 1.0778 0.13
C -1.1211 -1.4421 -1.1202 -0.17
O -0.5511 -0.2681 -0.7202 -0.11
H -2.1071 -1.3971 -1.5822 0.08
H -1.2641 -2.1201 -0.3142 0.05
H -0.4361 -2.0081 -1.7622 0.10
H 0.1459 -0.1271 -1.3412 0.02

=====

3.
92
Properties=species:S:1:pos:R:3:lowdin_charge:R:1 method="wB97M-V/def2-TZVPD" charge=+1
Be 0.0304 0.1202 -4.6060 1.19
O 0.1782 -1.4689 -0.4816 0.12
C 0.1992 -0.9822 -1.7318 -0.78
O 1.0258 -1.3326 -2.5741 0.02
O -0.6513 -0.1583 -2.0819 -0.03
H -0.6130 -1.0821 -0.0994 0.08
C 0.5557 1.8309 0.5197 -0.03
C -0.4366 1.4756 1.6219 -0.38
C -1.4661 2.5791 1.9170 -0.19
O -0.8826 3.8510 1.9025 -0.17
C -1.7428 4.9474 2.0125 -0.11
N -1.2086 0.3384 1.2685 0.02
H 1.2142 2.6004 0.9227 0.09
H 0.1635 2.3312 -0.3656 0.06
H 1.0790 0.9528 0.1412 0.06
H 0.1453 1.2463 2.5146 0.14
H -1.8847 2.4407 2.9139 0.13
H -2.3591 2.5810 1.2920 0.11
H -1.2312 5.8883 1.8098 0.09
H -2.1876 5.1595 2.9847 0.09
H -2.5435 4.8050 1.2868 0.09
H -1.6200 0.5831 0.3791 0.05
H -2.0602 0.3482 1.8115 0.10
C -0.3134 4.7440 -4.7613 -0.05
C 0.0817 3.3365 -4.6728 -0.46
C 1.1813 3.0683 -3.5811 -0.18
O 1.5252 1.7174 -3.4940 -0.23
C 2.7686 1.4817 -2.8020 -0.03
N -1.0351 2.5339 -4.3422 0.10
H 0.5728 5.3780 -4.7876 0.10
H -0.8861 5.1062 -3.9075 0.11
H -0.7093 4.9872 -5.7473 0.10
H 0.5392 3.0114 -5.6072 0.14
H 0.7980 3.3980 -2.6155 0.14
H 2.0780 3.6614 -3.7606 0.14
H 2.9151 0.4055 -2.7100 0.09
H 2.6425 1.8419 -1.7811 0.10
H 3.6548 1.8337 -3.3301 0.11
H -1.3764 2.8100 -3.4326 0.08
H -1.8029 2.8983 -4.8879 0.11
C -1.7904 -3.5353 2.8791 -0.04
C -1.5622 -2.3281 3.7867 -0.43
C -1.2132 -2.7021 5.2027 -0.14
O -2.3155 -3.4766 5.8370 -0.20
C -3.5837 -2.9176 6.1295 -0.12
N -0.4139 -1.4893 3.3411 0.03
H -2.6189 -4.1138 3.2880 0.08
H -0.9086 -4.1724 2.8115 0.09
H -2.0844 -3.1877 1.8888 0.07
H -2.4369 -1.6777 3.7789 0.12
H -0.9050 -1.8429 5.7984 0.12
H -0.3579 -3.3775 5.1886 0.13
H -4.3284 -3.4869 6.6859 0.08
H -4.0646 -2.8071 5.1576 0.07
H -3.5304 -1.9963 6.7095 0.08
H -0.5985 -1.1021 2.4267 0.02
H -0.3634 -0.7540 4.0317 0.07
C 3.9579 -2.8149 0.8341 -0.06
C 3.0743 -2.2263 1.9021 -0.46
C 3.1091 -0.6788 2.0590 -0.18
O 4.3245 -0.1902 2.5627 -0.18
C 4.7322 -0.6858 3.8149 -0.11
N 1.7902 -2.7416 1.6167 0.04
H 3.5234 -2.5206 -0.1213 0.06
H 4.0324 -3.9009 0.7794 0.08
H 4.9716 -2.4167 0.8808 0.08
H 3.3987 -2.7151 2.8208 0.12
H 2.3109 -0.3967 2.7454 0.11
H 2.9101 -0.1878 1.1064 0.11
H 4.0621 -0.2883 4.5772 0.09
H 5.7333 -0.3018 4.0107 0.09
H 4.8067 -1.7672 3.9299 0.08
H 1.0481 -2.4042 2.2130 0.02
H 1.3611 -2.4077 0.7656 0.03
C 3.0690 -4.1906 -3.5767 -0.12
O 2.2477 -3.1866 -4.2388 -0.17
H 2.4035 -4.9381 -3.1449 0.08
H 3.7605 -4.6577 -4.2779 0.08
H 3.6601 -3.7049 -2.8003 0.07
H 1.9006 -2.6180 -3.5476 -0.01
C -3.4564 1.3515 -1.2528 -0.18
O -2.2458 1.9690 -1.4494 -0.14
H -3.3147 0.3337 -0.8894 0.09
H -4.0124 1.8925 -0.4870 0.08
H -4.1302 1.3963 -2.1084 0.07
H -1.6700 1.2647 -1.7560 0.00
C -3.6432 -0.2301 -5.0434 -0.13
O -2.4141 -0.6007 -4.4751 -0.14
H -4.3901 0.0830 -4.3138 0.08
H -3.5111 0.6141 -5.7201 0.09
H -4.1261 -1.0547 -5.5678 0.10
H -2.5355 -1.3796 -3.9272 0.10

=====

Max |F| (computed, eV Å⁻¹): 2.127, 11.361, 4.825
Orbital gap (computed, eV): 9.669, 9.198, 2.741
LUMO energy (computed, eV): 0.639, 0.374, -7.183